Record 1
This record from the Open Molecules 2025 dataset describes a molecular structure, C7H5Li2O3. The level of theory is ωB97M-V/def2-TZVPD.

**Total charge**: -1
**Energy relative to the best compared isomer or geometry (same formula, charge and spin)**: 2.084 eV
**Multiplicity**: 1
**DFT total energy**: -13888.1597 eV
**Gap between HOMO and LUMO (alpha / beta)**: 2.8 / 2.8 eV
**HOMO level (alpha / beta)**: -1.7 / -1.8 eV

Each line ends with the natural charge from an NBO analysis.
Element x y z (Å)
O  4.50  -0.08  0.44  -0.725
C  3.34  -0.26  0.83  0.494
C  2.16  -0.56  1.09  -0.497
C  0.85  -0.87  1.59  -0.221
C  -0.28  -0.07  1.38  0.053
O  -1.54  -0.54  1.35  -1.134
Li  -2.91  0.06  0.44  0.741
H  0.62  -1.93  1.78  0.161
H  -0.10  0.96  1.03  0.151
C  0.12  2.83  4.22  -0.383
C  -0.48  1.63  4.26  -0.332
C  0.23  0.33  4.02  0.229
O  -0.53  -0.67  4.36  -0.907
Li  -1.56  -1.40  3.01  0.842
H  1.09  2.95  3.73  0.210
H  -0.43  3.75  4.42  0.169
H  -1.55  1.55  4.00  0.151



Record 2
This record from the Open Molecules 2025 dataset describes a single C7H5NO2 molecule. The level of theory is ωB97M-V/def2-TZVPD.

**Structure (SMILES)**: O=c1[nH]c2ccccc2o1
**Energy relative to the best compared isomer or geometry (same formula, charge and spin)**: 0.000 eV
**Multiplicity**: 1
**DFT total energy**: -12924.2887 eV
**Gap between HOMO and LUMO**: 9.5 eV
**HOMO level**: -8.7 eV

Each line ends with the natural charge from an NBO analysis.
Element x y z (Å)
C  -1.36  0.29  -2.25  0.893
C  -0.35  -0.54  -0.26  0.076
C  -0.33  -1.06  1.02  -0.225
C  0.71  -0.55  1.80  -0.233
C  1.42  0.55  1.35  -0.218
C  1.38  1.19  0.08  -0.251
C  0.31  0.63  -0.66  0.264
H  -1.90  -1.65  -1.36  0.432
H  -1.01  -1.89  1.45  0.233
H  0.65  -0.98  2.86  0.226
H  2.15  0.92  2.13  0.216
H  1.99  2.22  0.09  0.263
N  -1.29  -0.77  -1.30  -0.641
O  -2.19  0.58  -3.05  -0.553
O  -0.18  1.06  -1.91  -0.483



Record 3
This record from the Open Molecules 2025 dataset describes a molecular structure, C7H5NO4. The level of theory is ωB97M-V/def2-TZVPD.

**Energy relative to the best compared isomer or geometry (same formula, charge and spin)**: 5.806 eV
**Multiplicity**: 1
**DFT total energy**: -17014.7695 eV
**Gap between HOMO and LUMO**: 8.3 eV
**HOMO level**: -9.8 eV

Each line ends with the natural charge from an NBO analysis.
Element x y z (Å)
C  -0.10  -0.44  2.22  0.795
C  0.08  -0.56  0.56  -0.048
C  0.41  -1.75  0.02  -0.214
C  0.64  -1.91  -1.26  -0.189
C  0.34  -0.70  -2.01  0.176
C  -0.24  0.55  -0.29  -0.017
C  -0.65  1.93  0.00  0.798
H  -0.20  1.48  2.16  0.525
H  0.77  -2.38  0.94  0.282
H  1.02  -2.79  -1.65  0.231
H  0.81  -0.78  -3.34  0.113
H  -0.83  2.85  -1.44  0.467
N  0.07  0.33  -1.59  -0.438
O  -0.06  0.60  2.85  -0.635
O  -0.33  -1.65  2.63  -0.641
O  -1.35  2.63  -0.89  -0.621
O  -0.38  2.60  1.11  -0.585



Record 4
This record from the Open Molecules 2025 dataset describes a single C7H6 molecule. The level of theory is ωB97M-V/def2-TZVPD.

**Structure (SMILES)**: C/C=C1\C2=C3C[C@]321
**Energy relative to the best compared isomer or geometry (same formula, charge and spin)**: 6.696 eV
**Multiplicity**: 1
**DFT total energy**: -7346.8028 eV
**Gap between HOMO and LUMO (alpha / beta)**: 7.2 / 7.2 eV
**HOMO level (alpha / beta)**: -7.8 / -7.8 eV

Each line ends with the natural charge from an NBO analysis.
Element x y z (Å)
C  -1.01  0.78  -0.48  0.107
C  -0.10  -0.10  0.22  -0.164
C  -2.30  0.26  -0.40  -0.149
C  -1.31  -0.91  0.07  -0.044
C  -2.23  -1.23  -1.09  -0.388
C  1.15  -0.05  0.67  -0.116
C  2.06  1.15  0.65  -0.647
H  -3.15  -1.80  -0.84  0.248
H  -1.77  -1.24  -2.12  0.223
H  1.69  -0.92  1.22  0.226
H  1.55  2.09  0.27  0.241
H  2.99  0.76  0.01  0.235
H  2.44  1.21  1.81  0.228



Record 5
This record from the Open Molecules 2025 dataset describes a molecular structure, C7H6. The level of theory is ωB97M-V/def2-TZVPD.

**Energy relative to the best compared isomer or geometry (same formula, charge and spin)**: 8.067 eV
**Multiplicity**: 1
**DFT total energy**: -7345.4322 eV
**Gap between HOMO and LUMO (alpha / beta)**: 8.5 / 8.5 eV
**HOMO level (alpha / beta)**: -8.8 / -8.8 eV

Each line ends with the natural charge from an NBO analysis.
Element x y z (Å)
C  -2.92  -0.28  0.06  -0.177
C  -3.24  0.83  0.54  -0.056
C  -1.58  0.67  -0.05  -0.449
C  1.62  0.02  0.59  -0.451
C  -2.22  -1.48  -0.32  -0.298
C  1.11  0.06  -0.59  -0.031
C  -0.99  -0.70  -0.38  0.030
H  -1.50  1.44  -0.73  0.244
H  -1.06  1.01  0.98  0.259
H  1.11  -0.52  1.29  0.227
H  2.43  0.56  0.87  0.216
H  -2.47  -2.57  -0.22  0.259
H  1.27  0.49  -1.62  0.228



Record 6
This record from the Open Molecules 2025 dataset describes a molecular structure, C7H6AlNO7. The level of theory is ωB97M-V/def2-TZVPD.

**Total charge**: +2
**Energy relative to the best compared isomer or geometry (same formula, charge and spin)**: 1.128 eV
**Multiplicity**: 1
**DFT total energy**: -29755.4881 eV
**Gap between HOMO and LUMO**: 5.9 eV
**HOMO level**: -14.9 eV

Each line ends with the natural charge from an NBO analysis.
Element x y z (Å)
O  0.31  0.02  -4.50  -0.354
C  -0.12  -0.03  -3.40  0.064
Al  -0.37  -0.09  -1.36  1.088
O  2.69  -0.09  -2.42  -0.351
C  1.56  -0.14  -2.17  0.389
C  -2.31  0.07  -0.58  0.565
O  -3.27  0.19  0.05  -0.292
C  -0.42  -2.22  -1.44  0.610
O  -0.37  -3.36  -1.28  -0.280
C  -0.20  2.01  -1.22  0.544
O  0.00  3.14  -1.43  -0.309
H  -1.33  0.05  -2.95  -0.041
N  0.59  -0.83  2.92  -0.651
C  0.50  0.60  2.57  -0.343
C  0.01  0.67  1.16  0.791
O  -0.62  1.68  0.74  -0.585
O  0.19  -0.42  0.48  -0.807
H  -0.37  -1.18  3.00  0.454
H  1.09  -0.93  3.79  0.465
H  1.10  -1.32  2.18  0.467
H  -0.16  1.19  3.19  0.292
H  1.51  0.99  2.66  0.282



Record 7
This record from the Open Molecules 2025 dataset describes a single C7H6BCl3O2 molecule. The level of theory is ωB97M-V/def2-TZVPD.

**Structure (SMILES)**: OB(O)C(Cl)(Cl)c1ccccc1Cl
**Energy relative to the best compared isomer or geometry (same formula, charge and spin)**: 0.530 eV
**Multiplicity**: 1
**DFT total energy**: -49696.4760 eV
**Gap between HOMO and LUMO**: 9.3 eV
**HOMO level**: -8.8 eV

Each line ends with the natural charge from an NBO analysis.
Element x y z (Å)
B  -2.20  -0.36  1.20  1.149
C  2.67  0.43  -0.50  -0.194
C  2.42  -0.45  -1.56  -0.194
C  1.63  0.77  0.32  -0.186
C  1.15  -0.99  -1.72  -0.253
C  0.35  0.48  0.02  -0.126
C  0.11  -0.46  -1.01  0.059
C  -0.79  1.01  0.83  -0.321
O  -1.57  -1.37  1.80  -0.885
O  -3.44  -0.05  1.10  -0.919
Cl  -1.61  -0.98  -1.33  -0.014
Cl  -1.75  2.12  -0.13  -0.040
Cl  -0.41  1.66  2.42  -0.004
H  3.59  0.77  -0.27  0.213
H  3.21  -0.86  -2.28  0.228
H  1.65  1.41  1.15  0.226
H  0.82  -1.72  -2.49  0.237
H  -2.11  -2.06  2.01  0.490
H  -3.71  0.67  0.45  0.536



Record 8
This record from the Open Molecules 2025 dataset describes a single C7H6Br2FNO molecule. The level of theory is ωB97M-V/def2-TZVPD.

**Structure (SMILES)**: F[C@@](Br)(OCBr)c1cccnc1
**Energy relative to the best compared isomer or geometry (same formula, charge and spin)**: 0.000 eV
**Multiplicity**: 1
**DFT total energy**: -153694.9782 eV
**Gap between HOMO and LUMO**: 9.7 eV
**HOMO level**: -9.9 eV

Each line ends with the natural charge from an NBO analysis.
Element x y z (Å)
C  1.06  -1.61  -1.36  -0.248
C  -0.03  -0.79  -1.15  -0.133
C  1.55  -2.27  -0.25  0.065
C  0.17  -1.11  1.18  0.068
C  -0.38  -0.37  0.14  -0.209
C  -0.20  2.62  0.46  -0.029
C  -1.46  0.70  0.32  0.655
N  1.09  -2.01  0.93  -0.426
O  -1.25  1.99  -0.17  -0.506
F  -1.76  0.79  1.67  -0.362
Br  1.60  2.18  -0.41  -0.134
Br  -3.31  0.14  -0.45  -0.033
H  1.27  -1.88  -2.44  0.229
H  -0.50  -0.38  -2.06  0.235
H  2.34  -3.00  -0.43  0.196
H  -0.08  -0.99  2.29  0.220
H  0.09  2.36  1.41  0.203
H  -0.19  3.63  0.31  0.210



Record 9
This record from the Open Molecules 2025 dataset describes 2 unconnected molecules or ions with the total composition C7H6Br3NO2. The level of theory is ωB97M-V/def2-TZVPD.

**Total charge**: -1
**Multiplicity**: 2
**DFT total energy**: -223066.1156 eV
**Gap between HOMO and LUMO (alpha / beta)**: 2.9 / 7.2 eV
**HOMO level (alpha / beta)**: -1.3 / -5.6 eV

Each line ends with the natural charge from an NBO analysis.
Element x y z (Å)
C  -13.35  3.25  26.90  -0.502
Br  -14.49  1.85  26.05  -0.199
Br  -12.05  2.38  28.13  -0.187
Br  -14.52  4.75  27.66  -0.263
H  -12.71  3.59  26.08  0.162
C  -19.35  0.35  26.41  -0.167
C  -18.24  0.75  25.65  -0.204
C  -18.23  0.46  24.33  -0.187
C  -19.32  -0.19  23.72  0.022
C  -20.45  -0.45  24.45  -0.202
C  -20.48  -0.17  25.81  -0.222
N  -19.32  -0.53  22.26  0.535
O  -20.33  -0.72  21.68  -0.361
O  -18.22  -0.63  21.69  -0.403
H  -19.46  0.50  27.48  0.216
H  -17.35  1.12  26.15  0.261
H  -17.31  0.58  23.79  0.255
H  -21.33  -0.92  24.04  0.233
H  -21.39  -0.35  26.37  0.214



Record 10
This record from the Open Molecules 2025 dataset describes a single C7H6ClNO2S molecule. The level of theory is ωB97M-V/def2-TZVPD.

**Energy relative to the best compared isomer or geometry (same formula, charge and spin)**: 2.844 eV
**Multiplicity**: 3
**DFT total energy**: -36291.5085 eV
**Gap between HOMO and LUMO (alpha / beta)**: 5.7 / 5.9 eV
**HOMO level (alpha / beta)**: -6.5 / -9.6 eV

Each line ends with the natural charge from an NBO analysis.
Element x y z (Å)
C  1.27  -1.04  0.21  -0.206
C  0.31  -1.33  -0.79  -0.217
C  1.13  0.08  0.98  -0.203
C  -0.78  -0.51  -0.93  -0.188
C  0.05  0.97  0.83  -0.208
C  -0.86  0.69  -0.13  -0.068
C  -1.98  1.65  -0.41  -0.257
N  -1.60  2.95  -0.90  0.455
O  -0.44  3.15  -1.14  -0.399
O  -2.50  3.75  -1.07  -0.469
S  -2.90  2.28  1.36  0.477
Cl  -2.30  0.90  2.67  -0.044
H  2.00  -1.88  0.28  0.222
H  0.36  -1.97  -1.64  0.221
H  1.85  0.07  1.73  0.214
H  -1.59  -0.45  -1.65  0.211
H  0.12  1.73  1.52  0.217
H  -2.77  1.24  -1.05  0.241